Entry 1:
43
Properties=species:S:1:pos:R:3:forces:R:3 method="wB97M-V/def2-TZVPD" mol_weight_da=288.2 total_charge=+1 e_tot_ha=-3231.498145
Br 1.427 -1.418 1.711 -0.31 0.36 -0.43
C 2.902 -1.454 -2.240 -0.82 -0.90 0.37
N 1.463 -1.980 -2.465 0.61 -0.67 -0.67
C 1.229 -2.168 -3.968 0.56 0.05 0.83
C 1.448 -3.317 -1.722 -1.48 0.57 -1.18
C 0.365 -1.001 -1.917 1.39 -0.22 1.40
C -1.003 -1.569 -1.397 1.95 -0.66 -0.99
O -1.657 -2.137 -2.475 -1.16 -0.14 -1.59
H 2.957 -1.400 -1.153 0.21 0.93 -0.01
H 3.187 -0.602 -2.856 -0.55 0.26 0.44
H 3.601 -2.254 -2.483 -0.30 -0.16 -0.36
H 2.030 -2.753 -4.421 0.13 -0.05 0.34
H 1.291 -1.158 -4.373 -0.41 -0.22 -0.25
H 0.290 -2.691 -4.148 -0.06 0.49 0.13
H 2.233 -3.989 -2.068 0.22 0.46 0.18
H 0.513 -3.733 -2.096 -0.08 -0.42 0.56
H 1.413 -3.116 -0.651 0.25 -0.10 0.03
H 0.377 -0.205 -2.662 -0.71 -0.11 0.04
H 0.853 -0.630 -1.016 0.02 0.27 0.18
H -1.576 -0.743 -0.977 0.08 0.07 0.01
H -0.825 -2.336 -0.644 0.19 0.45 0.41
H -1.828 -3.081 -2.429 0.00 0.09 0.52
C -1.117 1.045 3.966 1.27 0.28 -1.77
N -1.320 1.890 2.693 -0.19 -1.05 -0.09
C -1.805 0.863 1.556 1.51 0.60 0.57
C -2.358 2.959 3.049 1.32 -0.90 -2.04
C 0.108 2.512 2.326 -2.05 0.91 1.67
C 0.382 2.858 0.921 0.00 -0.80 -2.43
O -0.762 3.308 0.203 -0.75 -0.01 0.61
H -0.426 0.325 3.527 0.03 -0.74 0.96
H -2.030 0.598 4.360 0.00 0.26 -0.33
H -0.596 1.674 4.687 -0.20 -0.10 0.06
H -2.226 1.308 0.655 -0.40 0.56 0.71
H -2.363 0.026 1.975 -0.32 0.56 0.28
H -0.878 0.408 1.205 0.27 -0.13 0.27
H -3.285 2.395 3.147 -0.06 0.52 0.29
H -2.315 3.552 2.135 -0.74 0.51 0.33
H -2.005 3.518 3.916 -0.27 -0.22 -0.02
H 0.879 1.870 2.751 -0.15 -0.03 -0.14
H 0.093 3.498 2.791 -0.11 -0.31 0.92
H 0.752 1.958 0.428 0.44 0.04 -0.21
H 1.098 3.677 0.867 0.53 -0.38 0.40
H -0.517 3.493 -0.707 0.11 0.06 0.01



Entry 2:
49
Properties=species:S:1:pos:R:3:forces:R:3 method="wB97M-V/def2-TZVPD" mol_weight_da=375.2 total_charge=+1 s_squared=12.43 spin_multiplicity=7 e_tot_ha=-2638.428089
Fe 0.941 -16.743 3.623 -3.47 -3.35 4.37
P 1.654 -15.307 2.088 -0.23 3.23 -0.40
O 1.694 -15.005 3.614 3.16 7.51 6.12
O 0.168 -15.325 2.523 -8.68 5.24 -1.46
O 1.128 -16.695 1.778 -2.13 -8.35 -9.85
O 2.542 -16.381 2.746 11.71 -3.68 0.20
C -1.991 -11.625 4.902 0.42 0.22 -0.25
C -1.886 -12.763 3.864 -0.53 0.76 0.55
O -0.926 -13.703 4.316 -0.18 0.27 0.72
H -1.011 -11.209 5.134 0.36 -0.34 -0.22
H -2.396 -11.877 5.882 -0.35 -0.34 -0.25
H -2.502 -10.751 4.497 -0.49 -0.25 -0.04
H -1.683 -12.307 2.895 0.74 -0.09 -0.07
H -2.835 -13.265 3.675 -0.30 -0.05 0.42
H -0.479 -14.161 3.600 0.03 0.24 -0.73
C 0.456 -15.310 7.042 0.26 0.40 -0.67
C -0.428 -16.456 6.509 2.11 0.94 1.95
C -1.776 -16.477 7.174 -0.29 -0.49 -0.57
O -2.359 -17.668 6.675 -0.44 -0.99 -0.39
C -3.722 -17.980 7.029 0.69 0.81 -0.12
N -0.552 -16.443 5.055 -0.92 -0.40 0.43
H 1.304 -15.100 6.391 0.16 -0.56 -0.18
H 0.872 -15.537 8.024 -0.29 0.09 0.06
H 0.010 -14.315 7.008 -0.65 -0.16 0.42
H 0.078 -17.358 6.852 0.01 -0.31 -0.49
H -2.290 -15.584 6.816 -0.58 0.18 0.36
H -1.696 -16.534 8.259 0.01 0.35 0.08
H -3.802 -17.980 8.116 -0.33 0.16 0.00
H -4.016 -18.960 6.655 0.49 0.02 -0.08
H -4.346 -17.236 6.534 -0.38 0.05 0.40
H -1.403 -16.986 5.011 -0.37 -0.93 -0.99
H -0.915 -15.538 4.790 -0.05 1.09 0.02
C 0.922 -20.919 4.423 0.94 -1.15 0.22
C 0.826 -19.442 4.631 1.86 -0.76 1.28
C 2.213 -18.907 5.122 -1.54 0.53 -0.25
O 2.093 -17.450 5.208 0.55 -1.80 0.78
C 3.277 -16.969 5.810 1.10 1.10 0.33
N 0.590 -18.792 3.358 -0.58 -0.70 -0.24
H -0.024 -21.386 4.150 0.09 0.08 -0.19
H 1.319 -21.457 5.284 -0.38 0.16 0.43
H 1.715 -21.123 3.704 -0.27 -0.12 -0.60
H 0.031 -19.307 5.364 0.03 0.86 -0.08
H 3.023 -19.076 4.412 -0.09 -0.43 -0.28
H 2.509 -19.346 6.076 -0.18 0.25 0.16
H 3.231 -15.881 5.859 -0.12 -0.17 0.12
H 4.191 -17.213 5.269 -0.19 -0.17 -0.60
H 3.439 -17.409 6.794 -0.50 0.13 0.21
H 1.290 -19.185 2.745 0.77 0.33 -0.41
H -0.203 -19.272 2.957 -0.96 0.60 -0.19



Entry 3:
45
Properties=species:S:1:pos:R:3:forces:R:3 method="wB97M-V/def2-TZVPD" mol_weight_da=444.6 total_charge=+4 s_squared=0.75 spin_multiplicity=2 e_tot_ha=-1192.940618
Ir -0.417 0.198 -0.394 -0.17 -0.11 -0.12
N -0.464 -1.385 0.866 0.07 0.04 0.01
C -1.242 -2.520 0.254 0.00 0.01 -0.01
C -2.477 -1.924 -0.386 0.02 0.00 0.02
N -2.139 -0.611 -1.078 0.01 0.04 -0.02
C -3.224 0.410 -0.813 0.00 0.00 0.01
C -3.105 0.913 0.610 0.00 0.01 0.00
N -1.677 1.360 0.842 0.02 -0.02 -0.02
C -1.923 -0.792 -2.560 0.00 0.00 0.00
C -0.636 -1.551 -2.801 0.00 0.00 0.00
N 0.466 -0.895 -1.988 -0.01 0.01 0.04
H -0.894 -1.124 1.757 0.00 0.00 0.00
H 0.474 -1.712 1.108 0.00 0.00 0.01
H -0.586 -3.025 -0.450 0.00 0.00 0.00
H -1.504 -3.238 1.033 -0.01 0.00 0.00
H -2.922 -2.607 -1.111 0.00 0.00 0.00
H -3.235 -1.721 0.367 0.00 0.00 0.00
H -3.092 1.224 -1.530 0.00 0.00 0.00
H -4.201 -0.040 -1.003 0.00 0.00 0.00
H -3.793 1.742 0.780 0.00 0.00 0.00
H -3.343 0.149 1.349 0.00 0.00 0.00
H -1.603 2.344 0.572 0.00 0.00 0.00
H -1.491 1.369 1.846 0.00 0.01 0.00
H -2.783 -1.303 -2.998 0.00 0.00 0.00
H -1.877 0.206 -3.005 0.00 0.00 0.00
H -0.708 -2.597 -2.513 0.00 0.00 0.00
H -0.378 -1.533 -3.860 0.00 0.00 0.00
H 1.165 -1.599 -1.747 0.01 0.00 -0.02
H 0.971 -0.253 -2.604 0.00 0.00 0.00
C 4.855 2.294 1.989 -0.01 0.01 -0.01
C 3.389 1.884 1.915 -0.03 0.03 -0.02
S 2.805 1.991 0.187 -0.08 -0.04 -0.07
O 1.404 1.498 -0.042 0.13 0.03 0.19
C 3.106 3.622 -0.552 0.05 0.00 0.01
C 2.495 4.752 0.276 0.01 0.00 -0.02
H 5.134 2.201 3.043 0.00 -0.01 0.00
H 5.018 3.333 1.709 0.00 0.01 0.00
H 5.505 1.634 1.417 0.00 0.00 0.00
H 2.709 2.549 2.461 0.00 -0.01 0.00
H 3.210 0.843 2.192 0.01 0.00 0.01
H 2.715 3.529 -1.568 -0.01 0.00 0.00
H 4.201 3.652 -0.600 -0.01 0.01 -0.01
H 1.410 4.691 0.328 0.00 0.00 0.01
H 2.757 5.669 -0.261 0.00 0.00 0.00
H 2.928 4.826 1.272 0.00 0.00 0.01



Entry 4:
45
Properties=species:S:1:pos:R:3:forces:R:3 method="wB97M-V/def2-TZVPD" mol_weight_da=346.8 total_charge=+2 s_squared=2.00 spin_multiplicity=3 e_tot_ha=-935.503609
Pd -27.160 -30.795 2.610 0.14 0.37 -1.34
C -26.106 -34.120 -0.416 -0.21 0.22 -1.42
C -27.051 -33.090 0.223 -0.30 -0.06 -0.07
C -28.057 -33.749 1.188 1.90 -0.17 0.33
O -28.451 -32.838 2.213 -1.29 -0.34 -0.54
C -29.543 -33.449 2.930 0.33 -0.26 0.90
N -26.229 -31.971 0.862 -0.59 -0.75 -1.22
H -26.493 -35.139 -0.389 0.29 -0.06 0.59
H -25.062 -34.008 -0.122 -0.14 -0.50 0.70
H -26.008 -33.962 -1.498 -0.30 0.31 0.09
H -27.632 -32.633 -0.581 0.01 0.23 0.13
H -27.521 -34.588 1.649 -0.20 -0.04 0.24
H -28.906 -34.185 0.664 -0.14 0.32 -0.16
H -30.410 -33.790 2.359 0.42 0.16 -0.69
H -29.958 -32.762 3.665 0.40 0.10 0.05
H -29.096 -34.317 3.419 -0.41 -0.05 0.29
H -26.134 -31.358 0.048 -0.16 0.58 0.58
H -25.288 -32.364 0.862 0.06 0.08 0.97
C -29.839 -29.560 5.861 -0.68 0.40 0.88
C -29.281 -30.123 4.579 -0.03 -0.17 0.72
C -30.217 -29.929 3.410 0.36 0.45 -0.93
O -29.452 -30.244 2.214 -1.29 -0.19 0.50
C -30.308 -30.620 1.130 0.20 -0.66 -0.06
N -27.978 -29.495 4.217 -0.37 0.39 0.43
H -29.190 -29.628 6.738 0.34 -0.28 -0.31
H -30.742 -30.098 6.160 -0.02 0.02 -0.18
H -30.112 -28.501 5.811 0.00 -0.06 -0.36
H -29.077 -31.185 4.753 -0.08 0.02 -0.22
H -30.556 -28.894 3.286 0.22 0.17 0.38
H -31.150 -30.492 3.466 0.26 -0.48 0.13
H -29.662 -31.098 0.395 -0.08 0.25 -0.23
H -30.869 -29.784 0.713 0.21 0.19 0.03
H -31.028 -31.378 1.445 0.01 0.03 0.12
H -27.442 -29.377 5.080 0.18 -0.41 -0.15
H -28.249 -28.525 4.019 0.46 -0.14 -0.53
C -26.111 -28.421 0.855 0.98 0.77 -1.01
C -25.356 -28.426 2.181 -1.83 -0.77 -0.17
O -25.122 -29.791 2.600 0.55 0.24 -0.06
O -27.283 -29.264 0.825 0.95 0.42 0.55
H -25.457 -28.682 0.015 0.04 -0.38 0.20
H -26.381 -27.386 0.626 -0.19 -0.01 0.28
H -26.076 -28.075 2.925 0.53 0.57 0.10
H -24.444 -27.843 2.118 -0.01 0.07 0.13
H -24.176 -29.985 2.591 -0.15 -0.29 0.07
H -27.949 -28.775 0.327 -0.37 -0.28 0.28



Please write out number 1 again, unchanged.
43
Properties=species:S:1:pos:R:3:forces:R:3 method="wB97M-V/def2-TZVPD" mol_weight_da=288.2 total_charge=+1 e_tot_ha=-3231.498145
Br 1.427 -1.418 1.711 -0.31 0.36 -0.43
C 2.902 -1.454 -2.240 -0.82 -0.90 0.37
N 1.463 -1.980 -2.465 0.61 -0.67 -0.67
C 1.229 -2.168 -3.968 0.56 0.05 0.83
C 1.448 -3.317 -1.722 -1.48 0.57 -1.18
C 0.365 -1.001 -1.917 1.39 -0.22 1.40
C -1.003 -1.569 -1.397 1.95 -0.66 -0.99
O -1.657 -2.137 -2.475 -1.16 -0.14 -1.59
H 2.957 -1.400 -1.153 0.21 0.93 -0.01
H 3.187 -0.602 -2.856 -0.55 0.26 0.44
H 3.601 -2.254 -2.483 -0.30 -0.16 -0.36
H 2.030 -2.753 -4.421 0.13 -0.05 0.34
H 1.291 -1.158 -4.373 -0.41 -0.22 -0.25
H 0.290 -2.691 -4.148 -0.06 0.49 0.13
H 2.233 -3.989 -2.068 0.22 0.46 0.18
H 0.513 -3.733 -2.096 -0.08 -0.42 0.56
H 1.413 -3.116 -0.651 0.25 -0.10 0.03
H 0.377 -0.205 -2.662 -0.71 -0.11 0.04
H 0.853 -0.630 -1.016 0.02 0.27 0.18
H -1.576 -0.743 -0.977 0.08 0.07 0.01
H -0.825 -2.336 -0.644 0.19 0.45 0.41
H -1.828 -3.081 -2.429 0.00 0.09 0.52
C -1.117 1.045 3.966 1.27 0.28 -1.77
N -1.320 1.890 2.693 -0.19 -1.05 -0.09
C -1.805 0.863 1.556 1.51 0.60 0.57
C -2.358 2.959 3.049 1.32 -0.90 -2.04
C 0.108 2.512 2.326 -2.05 0.91 1.67
C 0.382 2.858 0.921 0.00 -0.80 -2.43
O -0.762 3.308 0.203 -0.75 -0.01 0.61
H -0.426 0.325 3.527 0.03 -0.74 0.96
H -2.030 0.598 4.360 0.00 0.26 -0.33
H -0.596 1.674 4.687 -0.20 -0.10 0.06
H -2.226 1.308 0.655 -0.40 0.56 0.71
H -2.363 0.026 1.975 -0.32 0.56 0.28
H -0.878 0.408 1.205 0.27 -0.13 0.27
H -3.285 2.395 3.147 -0.06 0.52 0.29
H -2.315 3.552 2.135 -0.74 0.51 0.33
H -2.005 3.518 3.916 -0.27 -0.22 -0.02
H 0.879 1.870 2.751 -0.15 -0.03 -0.14
H 0.093 3.498 2.791 -0.11 -0.31 0.92
H 0.752 1.958 0.428 0.44 0.04 -0.21
H 1.098 3.677 0.867 0.53 -0.38 0.40
H -0.517 3.493 -0.707 0.11 0.06 0.01